Density functional theory data (wB97M-V/def2-TZVPD) for a cluster of 8 separate species, C20H38Cl14IN2O in total in a non-equilibrium geometry.

The net charge is +1. For the total energy, the calculation gives -209793.878 eV. The calculation puts the molecular weight at 945.8 g mol⁻¹. The spin multiplicity is 1. The HOMO energy comes out at -12.02 eV. As for the lowest unoccupied orbital energy: -0.0817 Eh. The HOMO-LUMO gap comes out at 9.80 eV.

Last column: Löwdin charge in e.
Positions of all 76 atoms, in Å:
C -2.20 0.89 -2.75  -0.058
C -1.24 2.11 -2.73  -0.380
C -1.77 3.12 -1.71  -0.077
C 0.22 1.64 -2.45  -0.078
C 1.00 2.43 -1.45  -0.202
C 1.54 1.97 -0.29  0.021
N 2.14 3.06 0.32  0.012
C 2.80 2.89 1.62  -0.025
C 1.77 2.70 2.76  -0.378
C 0.45 3.42 2.56  -0.031
O 1.54 1.31 2.93  -0.044
C 1.99 4.15 -0.42  -0.213
C 2.44 5.53 -0.17  -0.076
C 1.45 6.39 0.64  -0.309
C 0.00 6.23 0.21  -0.687
I -1.30 7.05 1.70  0.831
N 1.29 3.77 -1.51  0.202
H -2.68 0.83 -1.78  0.069
H -2.96 1.05 -3.50  0.085
H -1.68 -0.05 -2.92  0.076
H -1.24 2.60 -3.70  0.126
H -1.63 2.77 -0.69  0.062
H -1.30 4.10 -1.80  0.046
H -2.84 3.25 -1.86  0.093
H 0.77 1.54 -3.39  0.131
H 0.15 0.65 -2.01  0.096
H 1.52 0.98 0.12  0.120
H 3.34 1.95 1.54  0.138
H 3.51 3.69 1.82  0.132
H 2.23 3.10 3.67  0.148
H 0.55 4.50 2.60  0.051
H -0.05 3.13 1.64  0.064
H -0.20 3.14 3.39  0.104
H 0.68 1.13 2.54  0.002
H 2.69 6.02 -1.11  0.118
H 3.36 5.47 0.40  0.125
H 1.56 6.24 1.71  0.077
H 1.74 7.42 0.47  0.095
H -0.32 5.20 0.09  0.009
H -0.19 6.76 -0.72  -0.020
H 1.01 4.35 -2.29  0.082
C 1.26 7.62 -3.75  -0.957
Cl 1.02 8.58 -2.28  0.581
Cl 0.25 6.16 -3.75  0.563
H 1.00 8.22 -4.61  0.036
H 2.30 7.31 -3.80  0.030
C -0.64 -1.37 0.54  -1.007
Cl -2.03 -2.42 0.40  0.555
Cl -1.09 0.28 1.03  0.594
H 0.03 -1.77 1.29  -0.029
H -0.14 -1.32 -0.43  0.022
C -1.20 -4.80 3.95  -0.985
Cl -1.61 -6.16 2.92  0.516
Cl -0.10 -3.67 3.12  0.542
H -2.11 -4.26 4.20  0.031
H -0.71 -5.16 4.84  0.031
C -0.13 -9.32 0.47  -1.006
Cl -1.66 -9.50 1.33  0.507
Cl -0.09 -7.84 -0.50  0.507
H 0.67 -9.28 1.20  0.028
H 0.00 -10.17 -0.19  0.029
C -5.65 -8.84 1.39  -1.040
Cl -6.26 -10.28 0.58  0.507
Cl -6.58 -8.44 2.84  0.501
H -4.62 -9.02 1.69  -0.016
H -5.70 -8.00 0.71  0.024
C 3.50 -3.25 3.27  -1.061
Cl 4.69 -3.52 4.55  0.519
Cl 4.21 -3.45 1.66  0.494
H 2.69 -3.96 3.38  -0.026
H 3.13 -2.23 3.36  0.015
C -1.00 -7.70 -4.45  -1.038
Cl 0.19 -6.59 -5.16  0.491
Cl -1.14 -9.20 -5.37  0.509
H -0.68 -7.93 -3.44  -0.022
H -1.96 -7.20 -4.44  0.024